Record 1
Entry from the Open Molecules 2025 dataset: C3H6N2S2 as an isolated structure in a non-equilibrium geometry (ωB97M-V with the def2-TZVPD basis set).

CARTESIAN COORDINATES (ANGSTROEM)
C -0.9938 -0.4144 1.2073
C -0.0096 0.7298 1.4280
C 1.4051 -0.5900 -0.5445
H -0.5503 -1.3927 1.2104
H -1.5568 -0.2240 0.2956
H -1.7773 -0.4215 2.0351
H 2.1326 -1.3688 -0.4108
H 0.0368 1.1895 -1.7107
H -0.3129 0.1225 -2.9281
N 0.7086 -0.6997 -1.5890
N -0.2669 0.2395 -1.9281
S -0.3379 2.0452 2.3163
S 1.5225 0.7846 0.6183

Computed properties:
* orbital gap: 8.48 eV



Record 2
Entry from the Open Molecules 2025 dataset: one molecule with the formula C3H6N2S2 in a non-equilibrium geometry (ωB97M-V with the def2-TZVPD basis set).

CARTESIAN COORDINATES (ANGSTROEM)
C 1.8854 0.3551 0.2055
N 0.3897 0.7337 -0.1106
C -0.5093 -0.1472 -0.2076
N -0.1140 -1.4373 -0.2909
C -1.9365 0.2146 -0.1402
S -3.1147 -0.9546 0.1595
S -2.1880 1.9808 -0.0963
H 1.9473 -0.3359 1.1239
H 2.2974 -0.1542 -0.6285
H 2.1635 1.3939 0.6235
H -0.8810 -2.2326 -0.6443
H 0.7572 -1.5346 -0.0643
H -0.6971 2.1182 0.0703

Computed properties:
* SMILES: C/N=C(\N)C(=S)S
* orbital gap: 7.85 eV



Record 3
Entry from the Open Molecules 2025 dataset: one molecule with the formula C3H6N2S3 in a non-equilibrium geometry (ωB97M-V with the def2-TZVPD basis set).

CARTESIAN COORDINATES (ANGSTROEM)
C -2.5447 -1.5175 -0.0779
C -0.5445 0.5249 -0.1130
C 2.6905 -0.1010 0.0880
H -3.6500 -1.4824 -0.0623
H -2.2118 -2.3446 0.6793
H -2.1984 -1.9368 -1.0482
H 1.6480 0.6482 -1.5131
H 3.3957 0.8536 0.1822
H 2.2597 -1.9593 1.4640
N 1.8254 -0.2161 -0.9195
N 2.8788 -0.9276 1.1415
S -2.2064 0.2399 0.4080
S 0.0262 2.0715 0.0013
S 0.3189 -1.0121 -0.4492

Computed properties:
* orbital gap: 8.62 eV



Record 4
Entry from the Open Molecules 2025 dataset: a 2-piece molecular cluster, C3H6N2S4 overall in a non-equilibrium geometry (ωB97M-V with the def2-TZVPD basis set).

CARTESIAN COORDINATES (ANGSTROEM)
C 0.8377 -0.0690 1.5821
C -0.1522 0.8275 2.0121
C 0.7752 -0.0547 0.1593
N -0.6893 1.3926 0.8991
N -0.1243 0.8520 -0.1968
S 1.8567 -0.8241 -0.9387
S -0.8327 -2.9579 -1.1163
S -1.9669 2.4317 0.9016
S -0.5379 1.3746 -1.7664
H 1.6514 -0.6638 2.0507
H -0.3631 1.2294 3.0260
H -1.6819 -2.3732 -1.9017
H -0.1110 -3.5455 -2.1054
H -1.3708 2.2595 -1.1956
H 2.7090 0.1210 -1.4102

Computed properties:
* orbital gap (spin up / spin down): 7.95 / 7.95 eV



Record 5
Entry from the Open Molecules 2025 dataset: C3H6N2S4 as an isolated structure in a non-equilibrium geometry (ωB97M-V with the def2-TZVPD basis set).

CARTESIAN COORDINATES (ANGSTROEM)
C -0.1086 -0.5682 1.3750
C 1.1092 0.1400 1.4972
C -0.1263 -1.0108 0.0279
N 1.7219 0.1911 0.3068
N 0.9517 -0.4706 -0.6099
S -1.3964 -1.8754 -0.7630
S -3.0146 1.3234 -0.0374
S 3.1194 0.9778 -0.1775
S 1.4453 -0.8175 -2.2209
H -0.6689 -1.1821 2.1154
H 1.6233 0.4436 2.4379
H -4.2591 1.9186 0.1699
H -2.1167 2.1545 -0.4046
H 2.6583 0.3124 -1.6471
H -0.9386 -1.5368 -2.0696

Computed properties:
* orbital gap: 8.71 eV



Record 6
Entry from the Open Molecules 2025 dataset: an isolated ion of composition C3H6N3 and charge +1 in a non-equilibrium geometry (ωB97M-V with the def2-TZVPD basis set).

CARTESIAN COORDINATES (ANGSTROEM)
H -2.8109 -0.8122 0.0589
N -1.9123 -1.2422 -0.0346
C -1.0469 -0.3653 0.0039
C -0.8097 1.0893 0.0165
N 0.6390 0.9750 -0.1037
C 0.8336 -0.3337 -0.0298
N 1.8001 -1.1716 -0.0358
H -1.3452 1.3912 -0.8627
H -0.9524 1.6072 0.9269
H 1.2637 1.8132 -0.3538
H 1.5944 -2.1252 0.0570
H 2.7466 -0.8258 0.3571

Computed properties:
* SMILES: [H]/N=C1\CNC1=[NH2+]
* orbital gap: 10.91 eV
* net charge: +1



Record 7
Entry from the Open Molecules 2025 dataset: a 2-piece molecular cluster, C3H6N3 overall in a non-equilibrium geometry (ωB97M-V with the def2-TZVPD basis set).

CARTESIAN COORDINATES (ANGSTROEM)
C 0.3957 -0.0970 1.4337
C -2.8988 2.1548 0.4882
C 1.3330 -1.3682 -0.2826
N -0.2716 0.7653 1.8650
N 1.0475 -1.0304 0.9706
N 1.1803 -0.5732 -1.4466
H -2.1839 2.8366 0.3459
H -3.7484 2.4402 1.1339
H 2.3803 -1.6555 -0.2208
H 0.8511 -2.4160 -0.3395
H 0.2741 -0.2083 -1.6150
H 1.6406 -0.8484 -2.3327

Computed properties:
* orbital gap (spin up / spin down): 7.91 / 2.84 eV
* net charge: +1



Record 8
Entry from the Open Molecules 2025 dataset: an isolated ion of composition C3H6N3O and charge +1 in a non-equilibrium geometry (ωB97M-V with the def2-TZVPD basis set).

CARTESIAN COORDINATES (ANGSTROEM)
H -0.8722 2.1605 -0.7204
N -0.1129 1.7790 -1.2055
C 0.3261 0.6304 -0.9246
C 1.5723 0.2344 -1.7063
O 2.1950 -0.7710 -1.4872
C -0.1020 -0.3055 0.1939
N -0.1094 -1.5783 -0.1286
N -0.4333 0.2541 1.3137
H 1.9381 0.9171 -2.4365
H 0.1292 -1.7243 -1.0744
H 0.0042 -2.4013 0.4627
H -0.3568 1.2550 1.6030
H -0.8964 -0.1586 2.2438

Computed properties:
* SMILES: [H]/N=C(/C=O)C(N)=[NH2+]
* orbital gap: 9.27 eV
* net charge: +1



Record 9
Entry from the Open Molecules 2025 dataset: an isolated ion of composition C3H6N3O and charge +1 in a non-equilibrium geometry (ωB97M-V with the def2-TZVPD basis set).

CARTESIAN COORDINATES (ANGSTROEM)
H 1.1683 -1.9344 -1.0471
N 0.4501 -1.2752 -0.6293
C -0.2965 -1.6416 0.2632
N -1.1372 -0.7869 0.8327
C -1.0012 0.5833 0.8017
N -0.1017 1.1263 0.0939
C 0.5614 1.5268 -0.9047
O 1.8078 1.7876 -1.0534
H -0.4478 -2.7200 0.6247
H -1.7123 -1.2509 1.5987
H -1.6785 1.0984 1.5515
H 0.0166 1.8129 -1.8488
H 2.3709 1.6737 -0.2831

Computed properties:
* SMILES: [H]/N=C/[NH+]=C\N=C\O
* orbital gap: 9.98 eV
* net charge: +1



Record 10
Entry from the Open Molecules 2025 dataset: an isolated ion of composition C3H6N3O and charge +1 in a non-equilibrium geometry (ωB97M-V with the def2-TZVPD basis set).

CARTESIAN COORDINATES (ANGSTROEM)
O -2.8590 0.0865 0.7932
N -2.5810 -0.4507 -0.2137
C -1.0917 -0.1822 -0.6796
C -0.2902 1.0079 -0.2181
N 0.8084 0.4554 0.5516
C 0.6569 -0.8260 0.6671
N -0.3996 -1.2628 0.0469
H -1.1664 -0.3802 -1.7281
H 0.0941 1.7914 -0.9602
H -1.0066 1.7012 0.3896
H 1.2314 1.0053 1.1853
H 1.3854 -1.5660 0.9099
H -0.5816 -2.3147 -0.0480

Computed properties:
* SMILES: O=N[C@H]1C[NH+]=CN1
* orbital gap: 9.16 eV
* net charge: +1



Record 11
Entry from the Open Molecules 2025 dataset: an isolated ion of composition C3H6N3O and charge +1 in a non-equilibrium geometry (ωB97M-V with the def2-TZVPD basis set).

CARTESIAN COORDINATES (ANGSTROEM)
C -0.7095 -1.2841 -0.5713
N -0.2301 -0.1004 0.0630
C 0.4892 0.8299 -0.3052
N 1.0953 1.5102 -1.1785
C -0.4579 -0.3018 1.5524
N 0.1813 0.4505 2.3005
O 0.9440 1.3310 1.9145
H -0.3936 -2.1917 -0.1191
H -1.7959 -1.3663 -0.4541
H -0.5932 -1.3401 -1.6088
H 0.7797 1.5205 -2.2246
H 1.9833 1.9718 -1.1154
H -1.2926 -1.0293 1.7466

Computed properties:
* SMILES: C[N+](=C=[NH2+])/C=N\[O-]
* orbital gap (spin up / spin down): 8.96 / 8.56 eV
* net charge: +1



Record 12
Entry from the Open Molecules 2025 dataset: an isolated ion of composition C3H6N3O3 and charge +1 in a non-equilibrium geometry (ωB97M-V with the def2-TZVPD basis set).

CARTESIAN COORDINATES (ANGSTROEM)
N 2.1088 -0.7939 -0.2354
C 0.9136 -0.2633 0.0054
C 0.5513 0.9515 -0.7671
O -0.6341 1.4612 -0.1578
C -1.0410 0.5327 0.7761
N -2.1555 -0.4497 -0.0588
O -1.6334 -1.3456 -0.6688
O -3.2641 -0.1229 0.0812
N 0.0398 -0.3911 1.0210
H 2.7333 -0.4180 -0.9147
H 2.2261 -1.7555 0.0755
H 1.1455 1.8711 -0.7913
H 0.2297 0.8719 -1.7530
H -1.3200 1.0407 1.7478
H 0.1000 -1.1889 1.6400

Computed properties:
* SMILES: [NH2+]=C1CO[C@@H]([N+](=O)[O-])N1
* orbital gap: 9.74 eV
* net charge: +1



Record 13
Entry from the Open Molecules 2025 dataset: one molecule with the formula C3H6N3P in a non-equilibrium geometry (ωB97M-V with the def2-TZVPD basis set).

CARTESIAN COORDINATES (ANGSTROEM)
C 1.9812 -0.5577 -0.3916
C -0.1259 -1.7207 -1.1520
C 1.4674 0.2958 0.5521
N 0.2356 0.5918 1.0249
N -0.7044 0.8482 0.2139
N -1.8696 1.0563 0.7934
P -0.9968 -0.3044 -1.3317
H 2.8005 -1.1081 -0.6000
H -0.0251 -2.4212 -0.3427
H 2.1912 0.6344 1.2889
H -2.1832 1.1451 1.8166
H -2.6464 1.0407 0.1418
H -0.1244 0.4998 -2.0137

Computed properties:
* orbital gap (spin up / spin down): 7.08 / 6.83 eV



Record 14
Entry from the Open Molecules 2025 dataset: one molecule with the formula C3H6N4 in a non-equilibrium geometry (ωB97M-V with the def2-TZVPD basis set).

CARTESIAN COORDINATES (ANGSTROEM)
C 2.1775 0.2730 0.0156
N 1.1508 -0.7038 -0.1595
C -0.1726 -0.3104 -0.0688
N -1.2448 -1.2631 -0.0455
C -2.3182 -0.5137 0.0161
N -1.9823 0.7984 -0.0494
N -0.6178 0.9489 -0.1080
H 2.1091 0.8444 0.9763
H 2.2928 1.0257 -0.8885
H 3.1562 -0.2134 0.0388
H 1.3066 -1.6436 0.2390
H -3.3789 -0.8522 -0.1298
H -2.4783 1.6098 0.1637

Computed properties:
* SMILES: CNc1nc[nH]n1
* orbital gap: 9.48 eV



Record 15
Entry from the Open Molecules 2025 dataset: one molecule with the formula C3H6N4 in a non-equilibrium geometry (ωB97M-V with the def2-TZVPD basis set).

CARTESIAN COORDINATES (ANGSTROEM)
C -0.0943 0.9172 -0.5703
C 0.3912 -0.4438 -0.1118
C 1.8550 -0.6523 0.3205
N -0.4059 -1.3716 0.1598
N -2.0228 -0.7827 0.0083
N -2.1297 0.4293 0.1879
N -1.2651 1.3005 0.1051
H 0.5817 1.6799 -0.4563
H -0.3316 0.6776 -1.6969
H 2.1617 -1.5208 -0.2771
H 1.7337 -1.0268 1.4025
H 2.6144 0.1000 0.4862
H -3.0882 0.6933 0.4421

Computed properties:
* orbital gap: 9.73 eV



Record 16
Entry from the Open Molecules 2025 dataset: one molecule with the formula C3H6N4 in a non-equilibrium geometry (ωB97M-V with the def2-TZVPD basis set).

CARTESIAN COORDINATES (ANGSTROEM)
C -1.3047 1.6122 -0.8777
N -0.4634 0.5521 -0.5995
N -0.3574 -0.4686 -1.3326
C 0.4990 -1.2411 -0.7097
C 0.8446 -0.6888 0.5225
N 1.4732 -1.0328 1.7481
N 0.2291 0.5221 0.5660
H -0.8337 2.5340 -0.8052
H -1.8803 1.4368 -1.8225
H -2.1501 1.5348 -0.0847
H 0.8641 -2.2153 -1.0236
H 1.2112 -0.5547 2.6248
H 1.8686 -1.9908 1.7943

Computed properties:
* SMILES: Cn1ncc(N)n1
* orbital gap: 9.42 eV



Record 17
Entry from the Open Molecules 2025 dataset: one molecule with the formula C3H6N4 in a non-equilibrium geometry (ωB97M-V with the def2-TZVPD basis set).

CARTESIAN COORDINATES (ANGSTROEM)
N -1.9222 -0.0943 -0.1526
N -0.5356 -0.1698 -0.1346
C 0.1215 -1.3317 0.0351
N 1.4257 -1.4453 0.0878
N 2.1711 -0.3543 -0.1579
C 1.6305 0.8207 -0.1433
C 0.1620 1.0549 0.1866
H -2.2950 -0.4166 0.7448
H -2.3030 -0.6080 -0.9649
H -0.4907 -2.2685 0.0395
H 2.2359 1.6558 -0.4556
H -0.2359 1.8871 -0.3696
H 0.0357 1.2701 1.2848

Computed properties:
* SMILES: NN1C=NN=CC1
* orbital gap: 9.11 eV



Record 18
Entry from the Open Molecules 2025 dataset: a 2-piece molecular cluster, C3H6N4 overall in a non-equilibrium geometry (ωB97M-V with the def2-TZVPD basis set).

CARTESIAN COORDINATES (ANGSTROEM)
C 4.4865 -0.3921 -0.0340
C -2.0820 0.2496 -0.4169
C 0.9632 -0.1157 0.0736
N 2.1387 -0.0899 0.2358
N 3.3862 -0.1353 0.1508
N -1.7324 1.1158 0.5410
N -2.2941 -1.0411 -0.2170
H 5.5251 -0.3235 -0.3356
H -2.1116 0.5950 -1.4482
H -1.8116 2.1160 0.2799
H -1.7355 1.0071 1.6141
H -2.3896 -1.5457 -1.1088
H -2.3430 -1.4402 0.6654

Computed properties:
* orbital gap: 9.27 eV
* net charge: +2